1.
Here is an isolated molecule of C3H10N2S at a distorted geometry from the OMol25 dataset. Energies are from ωB97M-V/def2-TZVPD.

- Molar mass: 106.2 g/mol
- Gap between HOMO and LUMO: 9.49 eV
- HOMO level: -8.5 eV
- Lowest unoccupied orbital energy: 0.961 eV

Each line ends with the Mulliken charge.
CARTESIAN COORDINATES (ANGSTROEM)
S 1.23521 -0.32881 -1.74284  -0.173
N 1.11859 0.46996 -0.22528  -0.124
N 2.12806 0.05393 0.64155  -0.524
C -0.47760 0.17680 0.43463  0.329
C -0.83035 -1.28324 0.43828  -1.206
C -1.36155 1.03797 -0.43348  -1.370
H -1.42397 0.62219 -1.43564  0.304
H -0.88492 -1.66205 -0.58018  0.318
H 2.16644 0.69884 1.42543  0.248
H -0.10923 -1.87947 0.99997  0.343
H 2.02453 -0.90323 0.98060  0.230
H -0.36473 0.59272 1.43946  0.332
H -0.94902 2.04224 -0.50331  0.377
H 1.90006 0.66911 -2.33458  0.136
H -1.80718 -1.40595 0.90711  0.371
H -2.36434 1.09898 -0.01170  0.408

Cartesian forces (eV/Å) of the 3 atoms listed first:
S 0.072 0.082 0.106
N -3.232 -0.643 1.177
N 0.628 -0.143 0.477

2.
Here is a 2-piece molecular cluster, C3H10N2S overall at a distorted geometry from the OMol25 dataset. Energies are from ωB97M-V/def2-TZVPD.

- Molar mass: 106.2 g/mol
- Gap between HOMO and LUMO: 8.45 eV
- HOMO level: -7.7 eV
- Lowest unoccupied orbital energy: 0.792 eV

Each line ends with the Mulliken charge.
CARTESIAN COORDINATES (ANGSTROEM)
S -0.53821 0.37080 0.37756  0.408
N -1.47138 1.57474 0.49674  -0.673
N 2.11333 -0.25113 -0.71100  -0.374
C -1.48085 -1.12026 1.22863  -1.113
C -1.01893 -0.08751 -1.28713  -0.721
C 2.78447 0.73259 -0.23441  -0.287
H -1.34475 0.73341 -1.78713  0.361
H -0.74975 -1.87328 1.00306  0.340
H 3.86851 0.76873 0.04626  0.237
H -1.83034 -0.85121 -1.05243  0.258
H 2.81695 -0.97402 -0.91290  0.190
H -2.45227 -1.29099 0.83936  0.352
H -1.24224 2.15068 1.25716  0.202
H 0.02844 -0.43422 -1.67497  0.240
H -1.60394 -0.94552 2.28141  0.345
H 2.12097 1.49717 0.12979  0.236

Cartesian forces (eV/Å) of the 3 atoms listed first:
S -1.601 -1.542 1.016
N -1.502 1.647 -0.636
N 2.556 0.137 -0.055

3.
Here is an isolated molecule of C3H10N2S at a distorted geometry from the OMol25 dataset. Energies are from ωB97M-V/def2-TZVPD.

- Molar mass: 106.2 g/mol
- Gap between HOMO and LUMO: 9.44 eV
- HOMO level: -8.5 eV
- Lowest unoccupied orbital energy: 0.932 eV

Each line ends with the Mulliken charge.
CARTESIAN COORDINATES (ANGSTROEM)
S -1.20619 -1.60428 -2.49265  -0.241
N 0.94484 -0.19076 0.63670  -0.247
N -0.07062 1.84492 1.65842  -0.617
C 0.66075 -0.99595 -0.53152  -0.605
C -0.02328 0.44944 1.64940  -0.712
C -0.48989 -0.38078 -1.30997  -0.529
H -1.31281 -0.14190 -0.63953  0.290
H -2.02674 -0.78280 -3.12202  0.119
H 1.87134 -0.22629 1.00384  0.207
H -0.89089 -0.11519 1.32591  0.432
H 1.55611 -0.92404 -1.15760  0.296
H -0.54769 2.26134 0.85571  0.276
H -0.24596 0.61835 -1.68065  0.355
H 0.38406 0.06711 2.59093  0.370
H 0.87775 2.18754 1.57137  0.253
H 0.51923 -2.06670 -0.35835  0.351

Cartesian forces (eV/Å) of the 3 atoms listed first:
S 0.854 0.104 0.281
N -0.259 1.362 0.859
N -0.365 1.535 -0.514